DFT (ωB97M-V with the def2-TZVPD basis set) results for a molecular structure, C46H43GeMoN3OSSe.

Cartesian coordinates (Å):
Mo -0.83 1.00 0.98
C 3.12 1.90 -4.76
C 2.77 0.69 -3.88
C 1.33 0.27 -4.17
C 3.68 -0.49 -4.25
C 2.98 1.05 -2.41
C 4.29 1.35 -1.98
C 4.59 1.56 -0.65
C 3.55 1.50 0.27
S 3.65 1.54 2.00
C 1.96 1.33 2.09
N 1.34 1.28 0.93
C 2.23 1.30 -0.14
C 1.96 1.05 -1.49
C 1.16 1.07 3.27
C 1.61 1.13 4.58
C 0.73 0.81 5.61
C -0.58 0.46 5.32
C -1.02 0.41 4.00
C -0.15 0.70 2.95
H 2.97 1.66 -5.81
H 4.16 2.20 -4.63
H 2.49 2.76 -4.51
H 1.23 0.02 -5.23
H 0.62 1.08 -3.97
H 1.03 -0.61 -3.60
H 3.53 -0.76 -5.30
H 3.44 -1.38 -3.65
H 4.73 -0.26 -4.12
H 5.10 1.38 -2.70
H 5.61 1.74 -0.34
H 0.96 0.77 -1.78
H 2.63 1.41 4.81
H 1.06 0.85 6.64
H -1.26 0.21 6.12
H -2.05 0.11 3.80
C -5.11 0.06 1.41
C -4.95 1.29 2.31
C -3.78 2.01 1.69
O -2.88 0.92 1.29
C -3.68 -0.32 1.06
H -5.68 0.31 0.52
H -5.61 -0.75 1.93
H -4.71 1.01 3.33
H -5.84 1.92 2.33
H -3.23 2.66 2.36
H -4.05 2.55 0.78
H -3.26 -1.09 1.71
H -3.53 -0.60 0.02
Se -1.03 2.89 -2.16
N -0.85 2.64 -0.39
C -0.77 3.85 0.19
C -0.58 4.12 1.57
C -0.53 5.43 1.97
C -0.66 6.52 1.05
C -0.82 6.30 -0.27
C -0.88 4.95 -0.74
N -1.03 4.62 -2.01
H -0.45 3.34 2.31
H -0.38 5.65 3.02
H -0.61 7.53 1.44
H -0.92 7.10 -0.99
C -0.56 -0.46 0.17
Ge -0.28 -2.42 -0.18
C 1.59 -2.68 0.26
C 1.99 -3.26 1.46
C 3.34 -3.37 1.76
C 4.29 -2.90 0.87
C 3.90 -2.33 -0.33
C 2.55 -2.23 -0.64
C -0.75 -2.67 -2.04
C -1.43 -1.70 -2.77
C -1.78 -1.93 -4.09
C -1.45 -3.13 -4.70
C -0.76 -4.10 -3.98
C -0.41 -3.88 -2.66
C -1.57 -3.13 1.07
C -2.70 -3.80 0.60
C -3.70 -4.21 1.48
C -3.57 -3.94 2.84
C -2.45 -3.28 3.32
C -1.46 -2.87 2.44
H 1.25 -3.65 2.15
H 3.64 -3.84 2.69
H 5.35 -3.00 1.11
H 4.65 -1.99 -1.04
H 2.26 -1.80 -1.59
H -1.70 -0.76 -2.30
H -2.32 -1.17 -4.65
H -1.72 -3.31 -5.73
H -0.50 -5.04 -4.46
H 0.13 -4.65 -2.12
H -2.81 -4.01 -0.46
H -4.56 -4.74 1.10
H -4.34 -4.27 3.52
H -2.35 -3.09 4.38
H -0.59 -2.34 2.82

## Properties
HOMO level = -13.42 eV
net charge = +2
maximum force = 0.0103 Eh/bohr
total energy = -6962.4013 hartree
Kohn-Sham gap = 6.28 eV



DFT (ωB97M-V with the def2-TZVPD basis set) results for 2 unconnected molecules or ions with the total composition C5H8O.

Cartesian coordinates (Å):
C 1.97 0.05 -0.61
C 1.25 -0.49 0.36
C 0.25 0.26 1.15
C -0.51 1.25 0.66
H 1.86 1.11 -0.87
H 2.70 -0.52 -1.18
H 1.37 -1.54 0.61
H 0.13 -0.04 2.19
H -0.42 1.56 -0.38
H -1.24 1.76 1.26
C -1.87 -0.85 -0.80
O -1.06 -1.54 -1.38
H -2.24 0.11 -1.22
H -2.29 -1.13 0.18

## Properties
HOMO level = -9.23 eV
net charge = 0
maximum force = 0.0107 Eh/bohr
total energy = -270.4686 hartree
Kohn-Sham gap = 10.05 eV



DFT (ωB97M-V with the def2-TZVPD basis set) results for a molecular structure, C50H48N5O4PS3V in a non-equilibrium geometry.

Cartesian coordinates (Å):
V -0.31 0.06 -0.47
S -2.39 -1.35 1.12
C -2.42 -0.26 2.39
N -3.53 -0.05 3.12
C -3.50 1.04 4.08
C -2.20 0.99 4.85
N -1.09 1.07 3.92
C 0.15 1.71 4.33
C 0.48 2.94 3.50
C 1.80 3.20 3.15
C 2.12 4.36 2.46
C 1.13 5.26 2.10
C -0.19 4.98 2.43
C -0.51 3.83 3.13
C -1.18 0.44 2.74
S 0.16 0.52 1.71
C -4.86 -0.48 2.65
C -5.42 0.50 1.65
C -6.04 1.67 2.09
C -6.47 2.62 1.17
C -6.30 2.41 -0.19
C -5.71 1.24 -0.63
C -5.27 0.29 0.28
H -4.34 0.93 4.77
H -3.60 2.01 3.57
H -2.14 0.07 5.44
H -2.15 1.84 5.54
H 0.97 0.99 4.24
H 0.05 1.99 5.38
H 2.58 2.50 3.43
H 3.16 4.57 2.21
H 1.38 6.17 1.57
H -0.97 5.68 2.15
H -1.55 3.64 3.39
H -5.50 -0.56 3.53
H -4.74 -1.47 2.20
H -6.22 1.82 3.14
H -6.96 3.52 1.53
H -6.65 3.15 -0.90
H -5.61 1.04 -1.69
H -4.82 -0.63 -0.08
C 2.81 -2.51 3.68
C 3.60 -1.53 3.11
C 3.58 -1.33 1.73
C 2.77 -2.12 0.92
C 1.98 -3.10 1.51
C 2.00 -3.30 2.88
P 2.78 -1.86 -0.92
C 4.52 -2.24 -1.36
C 4.87 -1.99 -2.69
C 6.15 -2.27 -3.14
C 7.08 -2.83 -2.27
C 6.71 -3.15 -0.97
C 5.43 -2.87 -0.52
C 2.78 -0.03 -0.89
C 4.01 0.62 -1.09
C 4.11 2.00 -1.03
C 3.00 2.76 -0.75
C 1.77 2.14 -0.56
C 1.60 0.75 -0.67
H 2.83 -2.67 4.76
H 4.24 -0.91 3.73
H 4.20 -0.57 1.29
H 1.32 -3.71 0.91
H 1.39 -4.07 3.32
H 4.14 -1.56 -3.36
H 6.43 -2.05 -4.16
H 8.09 -3.03 -2.61
H 7.43 -3.61 -0.30
H 5.15 -3.11 0.50
H 4.90 0.04 -1.27
H 5.07 2.47 -1.19
H 3.07 3.83 -0.67
H 0.93 2.77 -0.30
C 1.01 -1.48 -5.51
C 0.80 -0.22 -4.69
O 0.01 -0.48 -3.52
H 1.50 -1.24 -6.45
H 0.04 -1.94 -5.73
H 1.62 -2.20 -4.97
H 0.29 0.53 -5.30
H 1.75 0.19 -4.34
H -0.80 -0.94 -3.83
N -0.22 2.25 -2.82
C -1.06 2.65 -1.86
C -1.58 3.96 -1.87
C -2.44 4.37 -0.89
C -2.82 3.45 0.09
C -2.27 2.20 0.06
N -1.36 1.79 -0.85
H -0.03 2.87 -3.58
H -0.07 1.24 -2.95
H -1.29 4.64 -2.67
H -2.82 5.38 -0.88
H -3.53 3.72 0.87
H -2.55 1.48 0.81
O -3.97 -2.81 -2.82
S -2.57 -2.66 -3.04
O -2.15 -2.10 -4.31
N -1.86 -1.73 -1.88
C -0.77 -2.31 -1.44
O -0.04 -1.65 -0.63
C -0.55 -3.71 -1.88
C 0.44 -4.62 -1.54
C 0.33 -5.93 -2.01
C -0.75 -6.33 -2.78
C -1.73 -5.41 -3.15
C -1.60 -4.12 -2.70
H 1.28 -4.35 -0.93
H 1.10 -6.64 -1.76
H -0.82 -7.35 -3.11
H -2.57 -5.71 -3.76

## Properties
HOMO level (spin up / spin down) = -9.67 / -9.74 eV
net charge = +1
maximum force = 0.0830 Eh/bohr
spin multiplicity = 3
total energy = -4988.6311 hartree
Kohn-Sham gap (spin up / spin down) = 5.61 / 5.72 eV



DFT (ωB97M-V with the def2-TZVPD basis set) results for 3 unconnected molecules or ions with the total composition C3H11NO3 in a non-equilibrium geometry.

Cartesian coordinates (Å):
N -2.56 0.22 0.02
C -1.69 1.49 -0.04
C -0.29 1.02 0.27
C 0.94 1.89 0.25
O 2.15 1.37 0.37
H -3.23 0.29 0.83
H -2.02 -0.61 0.41
H -1.63 1.95 -1.02
H -2.11 2.20 0.68
H -0.21 0.08 -0.45
H -0.28 0.56 1.19
H 0.94 2.98 -0.13
O 2.05 -1.81 0.76
H 1.90 -0.88 0.72
H 3.02 -1.96 0.82
O 0.88 -2.76 -1.83
H 1.44 -2.36 -1.16
H 0.69 -3.68 -1.67

## Properties
HOMO level = -9.93 eV
net charge = 0
maximum force = 0.1298 Eh/bohr
total energy = -401.3100 hartree
Kohn-Sham gap = 9.91 eV



DFT (ωB97M-V with the def2-TZVPD basis set) results for a molecular structure, C26H29N8O2PPdS2.

Cartesian coordinates (Å):
Pd -0.65 0.13 -0.12
C -1.50 2.24 -2.12
N -0.36 2.89 -1.50
C -0.64 3.75 -0.38
C -1.53 3.17 0.69
N -1.67 1.91 0.98
C -2.58 1.85 2.02
C -3.09 0.74 2.68
C -4.00 0.96 3.70
C -4.41 2.26 4.04
C -3.92 3.37 3.38
C -3.00 3.14 2.36
N -2.32 3.97 1.49
C -1.71 0.74 -1.92
N -2.98 0.30 -1.88
C -2.96 -0.98 -2.35
C -3.98 -1.94 -2.43
C -3.67 -3.19 -2.93
C -2.38 -3.53 -3.34
C -1.35 -2.60 -3.27
C -1.66 -1.33 -2.80
N -0.89 -0.22 -2.55
H -1.47 2.40 -3.21
H -2.43 2.69 -1.77
H 0.35 2.22 -1.21
H -1.09 4.69 -0.72
H 0.32 4.00 0.09
H -2.76 -0.26 2.40
H -4.42 0.12 4.24
H -5.13 2.39 4.84
H -4.24 4.37 3.64
H -2.38 4.97 1.43
H -4.97 -1.69 -2.07
H -4.45 -3.95 -2.97
H -2.16 -4.53 -3.68
H -0.33 -2.87 -3.53
H 0.08 -0.10 -2.77
N -1.25 -2.14 0.51
C -0.98 -3.22 0.19
C -0.68 -4.55 -0.15
C 0.14 -4.82 -1.26
N 0.83 -5.06 -2.17
C -1.20 -5.61 0.61
N -1.63 -6.48 1.24
C 5.61 -0.55 2.33
C 4.35 0.28 2.39
C 4.10 0.89 3.76
O 4.47 1.36 1.46
P 3.47 1.42 0.18
S 4.00 2.95 -0.92
S 1.59 1.34 0.85
O 3.92 0.00 -0.47
C 3.30 -0.75 -1.53
C 2.74 0.14 -2.63
C 2.26 -1.71 -0.99
H 5.56 -1.39 3.04
H 6.48 0.06 2.58
H 5.74 -0.95 1.32
H 3.48 -0.33 2.12
H 4.92 1.55 4.03
H 4.00 0.11 4.52
H 3.17 1.47 3.73
H 4.14 -1.32 -1.94
H 1.95 0.77 -2.23
H 2.34 -0.50 -3.43
H 3.51 0.79 -3.05
H 1.34 -1.18 -0.73
H 2.63 -2.20 -0.09
H 2.03 -2.48 -1.73

## Properties
HOMO level = -1.30 eV
net charge = -2
maximum force = 0.0060 Eh/bohr
total energy = -2862.5003 hartree
Kohn-Sham gap = 5.47 eV



DFT (ωB97M-V with the def2-TZVPD basis set) results for 2 unconnected molecules or ions with the total composition C2H7NS in a non-equilibrium geometry.

Cartesian coordinates (Å):
C -0.70 -0.55 -1.51
C -0.79 0.36 -0.49
N -0.75 -0.02 0.84
H -0.86 -0.24 -2.49
H -0.57 -1.59 -1.21
H -0.97 1.43 -0.60
H -0.61 -1.00 0.91
H -1.49 0.37 1.42
S 2.32 -0.10 0.64
H 2.35 1.26 0.53
H 2.08 0.07 1.96

## Properties
HOMO level = -8.17 eV
net charge = 0
maximum force = 0.0676 Eh/bohr
total energy = -533.2925 hartree
Kohn-Sham gap = 9.13 eV